# 1
ORCA calculation (the ωB97M-V functional and the def2-TZVPD basis) on C22H31ClN2O3 in the gas phase.

The geometry in ORCA input format:
```
! wB97M-V def2-TZVPD RIJCOSX def2/J DEFGRID3
* xyz 0 1
H -2.7971 -0.7609 1.3818
C 1.6228 -3.9909 0.6994
H -6.2089 2.9312 1.2581
H -4.2762 1.8798 1.6497
H 1.0001 -4.7570 -1.2098
H -1.3039 0.4142 -2.8332
H -0.1938 -4.9724 0.0804
C -4.2930 0.7890 1.5735
C 1.2452 0.1844 0.7189
H 0.7252 2.1375 -1.3413
C 5.5085 0.6272 1.0343
H -0.9104 -1.4527 -1.4414
C 4.8757 -0.4842 1.5631
H -4.5573 0.3833 2.5605
O -7.2979 0.5844 -0.3837
H -5.7608 -0.9132 -0.9193
C 1.2927 0.1162 -1.8471
H 6.5795 0.7376 1.0949
H -7.8746 2.3406 1.2972
H -4.6967 -1.5848 0.3307
H -3.0076 1.6120 -0.5025
C 3.5018 -0.6176 1.4774
C 3.3629 1.4792 0.3359
H 0.7433 1.1503 0.6849
C -3.6731 -0.3415 -1.1288
Cl 5.5039 3.0131 -0.2250
H -2.1450 0.8404 1.7350
N -1.3133 0.5033 -0.7122
C 0.4787 1.3827 -2.0879
H 0.8634 -0.3728 1.5760
H 5.4630 -1.2501 2.0468
H 2.3582 0.3436 -1.8046
H -6.6880 1.7290 2.4662
C 4.7383 1.6049 0.4286
C -4.9002 -0.7003 -0.2832
H -0.9862 -1.2730 0.3286
C 0.8595 -0.5934 -0.5603
H -1.5816 2.0156 -2.1125
H -3.9841 0.1690 -2.0406
C -2.9020 0.3018 1.1654
C 1.5141 -1.9685 -0.5094
H 1.1426 -0.5746 -2.6799
H 1.5155 -4.2204 1.7620
N -5.2770 0.3948 0.5856
C 2.7300 0.3561 0.8535
C -0.6689 -0.7864 -0.5927
H 2.6820 -3.9792 0.4221
C -6.8350 2.0602 1.4412
C -1.0164 1.0869 -2.0064
H 0.7179 1.7905 -3.0710
C 0.8671 -4.9954 -0.1576
C -6.5051 0.9542 0.4617
H 2.7887 2.2618 -0.1351
H 3.0215 -1.4845 1.9057
C -2.7120 0.5688 -0.3312
H -3.1657 -1.2631 -1.4150
O 1.0932 -2.6715 0.5488
H 1.2510 -5.9943 0.0276
O 2.3050 -2.3854 -1.3129
*
```

- electronic energy (eV) = -44963.826
- SMILES = CCOC(=O)[C@@]1(Cc2cccc(Cl)c2)CCCN(C2CCN(C(C)=O)CC2)C1
- frontier orbital gap (eV) = 9.2
- HOMO level (eV) = -8.67
- ΔE to the lowest compared entry with this formula, charge and spin (eV) = 0.000
- LUMO level (eV) = 0.56

For reference, the Löwdin charges in units of e are: atom 1 (H): 0.110, atom 2 (C): -0.213, atom 3 (H): 0.082, atom 4 (H): 0.118, atom 5 (H): 0.076, atom 6 (H): 0.129, atom 7 (H): 0.078, atom 8 (C): -0.155, atom 9 (C): -0.065, atom 10 (H): 0.102, atom 11 (C): -0.109, atom 12 (H): 0.141, atom 13 (C): -0.064, atom 14 (H): 0.128, atom 15 (O): 0.042, atom 16 (H): 0.120, atom 17 (C): -0.118, atom 18 (H): 0.103, atom 19 (H): 0.084, atom 20 (H): 0.128, atom 21 (H): 0.149, atom 22 (C): -0.030, atom 23 (C): -0.067, atom 24 (H): 0.121, atom 25 (C): -0.096, atom 26 (Cl): 0.670, atom 27 (H): 0.124, atom 28 (N): -0.127, atom 29 (C): -0.154, atom 30 (H): 0.130, atom 31 (H): 0.107, atom 32 (H): 0.119, atom 33 (H): 0.080, atom 34 (C): -0.662, atom 35 (C): -0.133, atom 36 (H): 0.125, atom 37 (C): -0.318, atom 38 (H): 0.125, atom 39 (H): 0.118, atom 40 (C): -0.122, atom 41 (C): -0.464, atom 42 (H): 0.129, atom 43 (H): 0.124, atom 44 (N): -0.065, atom 45 (C): -0.204, atom 46 (C): -0.117, atom 47 (H): 0.123, atom 48 (C): 0.003, atom 49 (C): -0.180, atom 50 (H): 0.116, atom 51 (C): -0.058, atom 52 (C): -0.504, atom 53 (H): 0.108, atom 54 (H): 0.113, atom 55 (C): -0.307, atom 56 (H): 0.110, atom 57 (O): -0.018, atom 58 (H): 0.078, atom 59 (O): 0.139

# 2
ORCA calculation (the ωB97M-V functional and the def2-TZVPD basis) on C6H6O in the gas phase at a distorted geometry.

The geometry in ORCA input format:
```
! wB97M-V def2-TZVPD RIJCOSX def2/J DEFGRID3
* xyz 0 1
C 0.4385 1.1433 0.0449
C 0.7388 -1.2739 -0.2632
C -0.1321 -0.9098 -1.2136
H -0.3402 -1.4445 -2.1370
C 0.6496 -0.1949 0.7959
O -0.4942 1.6437 1.0537
H 1.1672 1.8286 -0.3967
C -0.7110 0.3979 -0.6619
C -0.8370 0.2347 0.8661
H 1.3925 -2.1389 -0.2120
H -1.4507 1.1195 -1.0133
H 1.2483 -0.2131 1.7054
H -1.6696 -0.1927 1.4317
*
```

- electronic energy (eV) = -8362.623
- frontier orbital gap (eV) = 10.3
- HOMO level (eV) = -9.18
- ΔE to the lowest compared entry with this formula, charge and spin (eV) = 3.883
- LUMO level (eV) = 1.15

For reference, the Löwdin charges in units of e are: atom 1 (C): -0.193, atom 2 (C): -0.043, atom 3 (C): -0.021, atom 4 (H): 0.097, atom 5 (C): -0.140, atom 6 (O): -0.053, atom 7 (H): 0.152, atom 8 (C): -0.140, atom 9 (C): -0.193, atom 10 (H): 0.100, atom 11 (H): 0.144, atom 12 (H): 0.138, atom 13 (H): 0.152